No. 1
Entry from the OMol25 dataset: a cluster of 12 separate species, C48H94O25S11 in total (wB97M-V/def2-TZVPD).

Its energy is -8146.17187 Eh. The SMILES is C[C@H]1COC(=O)O1.O=S1(=O)CCCC1.O=S1(=O)CCCC1.O=S1(=O)CCCC1.O=S1(=O)CCCC1.O=S1(=O)CCCC1.O=S1(=O)CCCC1.O=S1(=O)CCCC1.O=S1(=O)CCCC1.O=S1(=O)CCCC1.O=S1(=O)CCCC1.O=S1(=O)CCCC1. As for the charge: 0. As for the highest occupied orbital energy: -9.5 eV.

Element x y z (Å)
C  0.9462  -6.6748  1.9222
C  0.6272  -5.5059  0.9762
C  1.2235  -5.5002  -0.4704
O  -0.0120  -5.3303  -1.2607
C  -1.0305  -5.4301  -0.5314
O  -2.1826  -5.4240  -0.9237
O  -0.7486  -5.4812  0.7762
H  0.2442  -6.8444  2.7386
H  1.9543  -6.6579  2.3365
H  0.9534  -7.6331  1.4029
H  0.9201  -4.5845  1.4796
H  1.7392  -6.4304  -0.7090
H  1.9498  -4.6882  -0.5049
C  1.0763  0.4774  7.1113
C  0.0530  1.2200  7.9121
C  -1.3682  0.7711  7.3722
S  -1.0342  0.3448  5.5983
O  -1.6495  1.3811  4.7930
O  -1.3316  -1.0600  5.4011
C  0.8350  0.6274  5.6423
H  1.1022  -0.5383  7.5059
H  2.0498  0.9030  7.3548
H  0.3355  2.2667  8.0249
H  0.1149  0.8971  8.9513
H  -2.0437  1.6265  7.3622
H  -1.7817  -0.0967  7.8861
H  0.9559  1.7002  5.4923
H  1.3660  0.0674  4.8726
C  0.4635  2.5548  -4.6441
C  0.7215  1.1727  -4.1764
C  -0.6408  0.4421  -3.8438
S  -1.9887  1.5687  -4.1600
O  -2.3341  2.3331  -2.9542
O  -3.0492  0.8270  -4.8017
C  -0.8835  2.6109  -5.3351
H  1.2008  3.0393  -5.2842
H  0.3633  3.1341  -3.7262
H  1.2430  1.1535  -3.2195
H  1.3717  0.6691  -4.8918
H  -0.8977  0.1758  -2.8185
H  -0.8023  -0.3998  -4.5171
H  -1.2744  3.5882  -5.6181
H  -0.8311  2.0508  -6.2688
C  -6.3815  0.4582  2.8237
C  -4.9409  1.1103  2.8422
C  -4.9057  2.1801  3.9116
S  -5.6319  1.3919  5.3730
O  -6.5552  2.2534  6.0539
O  -4.6248  0.6134  6.1376
C  -6.5671  0.1051  4.3342
H  -6.3388  -0.3620  2.1071
H  -7.0663  1.1691  2.3613
H  -4.5309  1.4532  1.8923
H  -4.2462  0.2924  3.0331
H  -5.6512  2.9210  3.6229
H  -3.9141  2.6074  4.0611
H  -7.6030  0.1657  4.6677
H  -6.2329  -0.8912  4.6238
C  4.8566  0.3513  -4.5755
C  4.7170  1.5477  -3.5641
C  4.8449  0.9720  -2.1765
S  6.0943  -0.3299  -2.2785
O  5.4686  -1.4273  -1.4909
O  7.4569  0.1669  -2.0817
C  5.9627  -0.6134  -4.0910
H  5.0959  0.6309  -5.6015
H  3.9265  -0.2121  -4.6509
H  3.7923  2.0961  -3.7440
H  5.5092  2.2705  -3.7589
H  3.8905  0.5653  -1.8422
H  5.1485  1.7350  -1.4597
H  5.7833  -1.6696  -4.2919
H  6.9499  -0.3110  -4.4404
C  -0.6408  5.9223  5.8954
C  0.5429  6.6745  5.4013
C  0.5002  6.6287  3.8096
S  0.1388  4.8516  3.5185
O  1.3366  4.0339  3.6533
O  -0.7585  4.6466  2.4023
C  -0.8946  4.6879  4.9978
H  -1.5832  6.4678  5.8452
H  -0.5543  5.6248  6.9404
H  1.4091  6.1227  5.7664
H  0.5104  7.6746  5.8337
H  1.4215  6.9169  3.3034
H  -0.3354  7.2429  3.4740
H  -0.9205  3.7228  5.5038
H  -1.8760  4.7503  4.5276
C  2.2020  4.4020  -2.3211
C  1.4007  3.4722  -1.3388
C  1.7556  3.8588  0.1094
S  2.2791  5.6198  0.1287
O  3.6590  5.7912  0.6145
O  1.1850  6.3701  0.7949
C  2.2019  5.8099  -1.7470
H  2.0513  4.3762  -3.4003
H  3.2063  3.9825  -2.2619
H  1.6016  2.4486  -1.6550
H  0.3328  3.6400  -1.4785
H  2.6694  3.2832  0.2573
H  1.1542  3.5600  0.9680
H  2.9638  6.5076  -2.0945
H  1.2032  6.2256  -1.8807
C  -6.4614  -1.0583  -1.1804
C  -5.0471  -0.5855  -0.9250
C  -4.9356  0.7697  -1.5804
S  -6.5453  1.6775  -1.1480
O  -6.9832  2.3741  -2.2881
O  -6.4048  2.3060  0.1835
C  -7.4084  0.0438  -0.8028
H  -6.7529  -1.9724  -0.6632
H  -6.5252  -1.3262  -2.2350
H  -4.2452  -1.2408  -1.2650
H  -4.9569  -0.3555  0.1366
H  -4.9687  0.5470  -2.6469
H  -4.1525  1.4713  -1.2933
H  -8.2976  -0.0640  -1.4240
H  -7.6667  0.0230  0.2559
C  3.4198  -4.2005  -3.8807
C  2.9389  -3.2117  -2.8926
C  1.5222  -2.6302  -3.1846
S  1.0188  -3.2065  -4.9077
O  0.7570  -1.9930  -5.7227
O  0.1621  -4.3662  -4.8842
C  2.7214  -3.8945  -5.2803
H  3.1917  -5.2368  -3.6315
H  4.4931  -4.0426  -3.9864
H  3.5889  -2.3427  -2.9943
H  3.0079  -3.6348  -1.8904
H  1.5125  -1.5404  -3.1633
H  0.7469  -2.9786  -2.5023
H  3.1366  -3.0543  -5.8369
H  2.5819  -4.7094  -5.9906
C  5.8347  -3.2153  2.4987
C  6.9361  -2.1232  2.3716
C  6.3132  -0.8288  2.9192
S  4.5602  -0.8728  2.4289
O  4.3513  0.1072  1.3139
O  3.6146  -0.8288  3.5844
C  4.6492  -2.5633  1.8333
H  5.6410  -3.4782  3.5386
H  6.2704  -4.1367  2.1125
H  7.0296  -1.9775  1.2954
H  7.8811  -2.4692  2.7905
H  6.8852  0.0645  2.6687
H  6.2653  -0.9343  4.0030
H  4.8349  -2.4335  0.7671
H  3.6184  -2.9020  1.9375
C  -0.4883  0.8004  1.5167
C  -1.2111  0.3644  0.2380
C  -0.6827  -1.0926  -0.1022
S  1.1472  -0.8927  0.1291
O  1.6720  -0.1711  -1.0397
O  1.7934  -2.1191  0.6504
C  0.9600  0.2940  1.5583
H  -1.1062  0.2554  2.2303
H  -0.6274  1.8342  1.8328
H  -0.9672  1.0438  -0.5788
H  -2.3003  0.3964  0.2650
H  -0.9928  -1.3437  -1.1165
H  -1.0785  -1.8112  0.6154
H  1.7475  1.0471  1.5283
H  1.0164  -0.2453  2.5038
C  -3.0439  -4.3789  -6.1872
C  -3.8822  -4.9729  -5.0652
C  -3.3315  -4.3174  -3.7681
S  -3.0443  -2.5475  -4.0409
O  -1.7511  -2.1986  -3.3775
O  -4.2708  -1.8210  -3.8275
C  -2.7133  -2.8867  -5.8406
H  -3.5421  -4.5144  -7.1471
H  -2.0737  -4.8755  -6.2023
H  -3.8260  -6.0580  -4.9792
H  -4.9333  -4.6852  -5.0429
H  -2.3641  -4.8110  -3.6757
H  -3.8587  -4.2433  -2.8169
H  -1.6260  -2.8210  -5.8808
H  -3.1485  -2.0835  -6.4352

***

No. 2
Entry from the OMol25 dataset: a cluster of 2 separate species, C2H8N3 in total (wB97M-V/def2-TZVPD).

Its energy is -244.85905 Eh. As for the charge: +1. As for the highest occupied orbital energy: -14.6 eV.

Element x y z (Å)
C  -0.2250  -0.6178  0.0847
C  -0.0706  -0.2951  1.6692
N  -0.6769  1.8925  -0.8934
N  0.5935  -1.1035  -0.7520
N  1.5088  -1.0301  -1.4608
H  0.3210  0.8154  1.7318
H  0.7702  -0.9177  2.0409
H  -0.9224  -0.2634  2.2820
H  -0.8657  1.4021  -1.7714
H  -1.1951  -0.8372  -0.0415
H  -1.6470  2.0808  -0.5953
H  1.5873  -1.7415  -2.1754
H  -0.3115  2.8322  -1.1615

***

No. 3
Entry from the OMol25 dataset: the ion C7H12NO2 with charge +1 (wB97M-V/def2-TZVPD).

Its energy is -478.83271 Eh. The SMILES is C[N+](C)=C1CC[C@@H](O)C1=O. As for the charge: +1. As for the highest occupied orbital energy: -14.5 eV.

Element x y z (Å)
C  -0.1657  0.0256  -0.0200
C  1.3193  0.9825  0.2670
C  0.2891  -1.3695  0.1011
C  1.7130  -1.2370  0.7962
C  2.3691  -0.0369  0.1589
C  -2.5581  -0.4257  -0.0579
C  -1.6701  1.8838  -0.2599
N  -1.3684  0.4423  0.0000
O  1.3003  2.1579  0.4677
O  2.5643  -0.3538  -1.2674
H  -0.3275  -2.2374  0.4495
H  0.5461  -1.7121  -0.8882
H  1.5390  -1.1117  1.9188
H  2.2908  -2.2517  0.7163
H  3.2981  0.2301  0.5909
H  -2.6708  -0.9984  0.8806
H  -2.3353  -1.2400  -0.9481
H  -3.4471  0.1968  -0.1845
H  -2.5114  2.3905  0.3453
H  -2.0409  1.8413  -1.3248
H  -0.8486  2.3961  0.0558
H  2.7148  0.4274  -1.7972

***

No. 4
Entry from the OMol25 dataset: a cluster of 13 separate species, H26O13 in total (wB97M-V/def2-TZVPD).

Its energy is -993.56781 Eh. As for the charge: 0. As for the highest occupied orbital energy: -11.2 eV.

Element x y z (Å)
H  0.7140  -0.8658  0.0372
H  -0.7992  -0.7631  0.1363
H  -0.1113  4.1919  1.0379
H  0.7191  3.3410  1.9847
H  1.5255  2.9001  -0.5782
H  0.8617  1.7957  -1.3843
H  -2.0632  -0.5199  1.2632
H  -2.7022  -1.5752  2.1509
H  3.0980  -2.0006  0.5188
H  3.1076  -1.5353  -0.9281
H  -3.0642  -0.8444  -2.4871
H  -3.9106  -0.1449  -1.4362
H  4.7771  1.0185  -0.3432
H  3.4929  0.2415  -0.5819
H  1.2606  -0.3100  1.9640
H  0.9147  -1.6519  2.5884
H  -3.1913  3.0086  -0.5359
H  -2.1134  3.0203  0.5356
H  -5.5278  -3.1229  -1.4827
H  -4.1081  -2.6266  -1.2631
H  -1.3180  -3.2546  1.8801
H  0.0885  -2.8481  1.4718
H  -1.4757  1.5722  -0.8650
H  -0.4136  0.4852  -0.8471
H  4.1509  -0.5255  -2.1078
H  4.9711  -0.3847  -3.3796
O  0.0070  -0.6225  0.6454
O  -0.0609  3.9066  1.9572
O  0.7239  2.6977  -1.0737
O  -1.9131  -1.0280  2.0683
O  3.1420  -2.3312  -0.3855
O  -3.4645  0.0068  -2.2770
O  4.3364  0.1914  -0.1183
O  1.4883  -0.8858  2.7027
O  -2.5256  3.5780  -0.1338
O  -4.9604  -2.3565  -1.6232
O  -0.6005  -3.4952  1.2831
O  -1.0855  0.9003  -0.2947
O  5.0524  -0.3868  -2.4192

***

No. 5
Entry from the OMol25 dataset: the molecule C5H6O (wB97M-V/def2-TZVPD).

Its energy is -269.18157 Eh. The SMILES is C#C[C@H]1CCO1. As for the charge: 0. As for the highest occupied orbital energy: -10.1 eV.

Element x y z (Å)
C  2.6345  0.0238  0.3437
C  1.5178  0.1001  -0.1076
C  0.2047  0.0659  -0.7937
C  -0.9094  -0.7175  -0.1101
C  -1.3197  0.5116  0.6222
O  -0.6149  1.2500  -0.7049
H  3.6311  -0.0359  0.7323
H  0.3893  -0.2790  -1.8169
H  -1.6456  -0.7522  -0.9233
H  -0.8591  -1.6926  0.3708
H  -0.7180  1.1246  1.2525
H  -2.3108  0.4011  1.1350

***

No. 6
Entry from the OMol25 dataset: a cluster of 10 separate species, C23H58F2N8O17S2 in total (wB97M-V/def2-TZVPD).

Its energy is -3622.62620 Eh. As for the charge: +4. As for the highest occupied orbital energy: -13.2 eV.

Element x y z (Å)
N  0.9895  0.0113  0.4977
S  1.1035  0.3759  -0.9394
O  1.2478  1.7760  -1.2779
O  0.4896  -0.5368  -1.8946
F  2.5955  -0.2114  -0.9057
S  -0.6501  0.3574  0.6429
O  -1.3499  1.1360  -0.3411
O  -1.0651  0.6145  2.0013
F  -1.3291  -1.1238  0.5254
C  -5.7640  -0.3583  3.1891
C  -4.4323  -0.8601  2.6891
O  -3.7076  -0.2653  1.9214
N  -3.9857  -2.3122  3.0616
H  -3.1167  -2.1209  3.5396
H  -4.4594  -2.7297  3.8499
C  -3.9337  -3.1781  1.7753
H  -6.5595  -1.0991  3.1085
H  -5.9910  0.4598  2.5054
H  -5.8658  -0.1595  4.2559
H  -4.9132  -3.3922  1.3476
H  -3.2638  -4.0012  2.0238
H  -3.3730  -2.6586  0.9983
C  -6.1040  -1.6075  -1.1400
C  -6.2759  -0.0639  -1.0098
O  -7.1407  0.2962  -0.2282
N  -5.3866  0.8353  -1.9548
H  -5.5462  0.6952  -2.9422
H  -5.8291  1.7114  -1.7164
C  -3.8921  0.9257  -1.5924
H  -6.2484  -2.0630  -2.1197
H  -6.8197  -2.1540  -0.5258
H  -5.0810  -1.9218  -0.9330
H  -3.4265  0.0222  -1.9861
H  -3.9430  1.0599  -0.5119
H  -3.4817  1.7703  -2.1459
C  6.3683  -0.5246  -0.1362
C  6.8638  0.8398  -0.4678
O  6.1535  1.6228  -1.0411
N  8.2863  1.1935  -0.1455
H  8.8718  0.6344  -0.7492
H  8.4231  2.1713  -0.3584
C  8.5177  1.0798  1.3674
H  6.5452  -0.7512  0.9152
H  6.7840  -1.2109  -0.8740
H  5.2911  -0.5064  -0.3017
H  7.7158  1.4516  2.0051
H  9.4342  1.6352  1.5663
H  8.8074  0.0384  1.5080
C  3.9714  2.7513  0.8960
C  2.7075  2.6913  1.7365
O  1.7841  3.5288  1.6680
N  2.5402  1.4814  2.5287
H  1.9292  0.8737  2.0019
H  3.3291  0.8560  2.6101
C  2.0438  1.8317  3.9406
H  4.8251  2.9657  1.5390
H  3.8531  3.5546  0.1688
H  4.0777  1.7740  0.4252
H  1.1260  1.2641  4.0935
H  1.8553  2.8975  4.0700
H  2.8207  1.3998  4.5715
C  -2.9908  -1.3546  -5.8213
C  -1.6619  -0.7229  -5.4173
O  -1.0518  0.1305  -5.9972
N  -0.9661  -1.2298  -4.1219
H  -0.7174  -0.4544  -3.5244
H  -1.6427  -1.6267  -3.4856
C  0.1188  -2.2130  -4.4103
H  -2.9136  -2.4357  -5.9370
H  -3.4934  -0.9033  -6.6768
H  -3.7464  -1.1906  -5.0529
H  0.9083  -1.5460  -4.7564
H  -0.0278  -2.9512  -5.1988
H  0.4193  -2.4970  -3.4018
C  3.6638  -3.1644  0.3630
C  2.4642  -3.2328  1.2709
O  2.4736  -3.9951  2.2089
N  1.0593  -2.6642  0.8221
H  0.3912  -2.9325  1.5305
H  0.9235  -1.6658  0.7530
C  0.6612  -3.3014  -0.4795
H  4.5283  -2.9393  0.9876
H  3.6344  -2.4237  -0.4361
H  3.7301  -4.1583  -0.0794
H  1.2065  -2.6782  -1.1883
H  -0.4057  -3.0958  -0.5665
H  0.8273  -4.3781  -0.5141
C  -2.0818  3.6634  1.9712
C  -3.0538  3.1305  3.0026
O  -3.9911  2.3917  2.7116
N  -2.6722  3.3205  4.4752
H  -1.8915  3.9231  4.6932
H  -3.5310  3.6694  4.8763
C  -2.1511  1.9520  5.1717
H  -2.2090  4.7453  2.0104
H  -2.3146  3.2030  1.0111
H  -1.1147  3.2924  2.3106
H  -2.3206  1.9539  6.2484
H  -1.0837  1.8980  4.9575
H  -2.6984  1.0677  4.8451
O  3.1514  -0.5287  -3.6087
C  3.6880  -1.7260  -3.5317
O  3.1180  -2.6893  -3.0561
O  4.7866  -1.8487  -4.0412
H  3.8128  0.1562  -3.7318
O  -0.3993  1.6669  -3.4217
C  -0.9346  2.7784  -3.8371
O  -2.0605  2.8999  -4.2572
O  -0.2042  3.7446  -3.8611
H  0.3470  2.1872  -3.1154

***

Relative energy (zero: lowest compared OMol25 entry of this formula, charge and spin), respectively: 32.0, 547.6, 261.6, 539.3, 432.3, 679.9 kJ/mol.